(1)
{"formula": "C3H10N4O", "method": "ωB97M-V with the def2-TZVPD basis set", "homo_lumo_gap_ev": 6.95, "e_above_lowest_kcal_mol": 77.1, "energy_ev": -11278.8562, "largest_force_ev_per_a": 2.6, "species": ["C", "N", "N", "N", "C", "H", "H", "H", "H", "H", "H", "H", "N", "C", "O", "H", "H", "H"], "positions_angstrom": [[0.254125, 1.075574, 0.380194], [0.632323, 1.619391, 1.579489], [-0.941491, 1.429156, -0.137693], [2.395927, -0.164023, 0.119963], [1.061590, 0.115350, -0.309844], [0.114417, 2.413266, 1.921427], [1.614822, 1.550764, 1.804001], [-1.276794, 0.787835, -0.875592], [-1.682801, 1.710122, 0.489732], [2.554569, -0.266582, 1.109885], [3.115995, 0.375177, -0.335585], [1.055680, 0.300489, -1.382129], [-2.018923, -2.282680, -0.414145], [-1.107971, -1.444138, -0.980077], [-1.311064, -0.979236, -2.104687], [-1.892739, -2.630241, 0.520730], [-2.870192, -2.485398, -0.929735], [0.302528, -1.124827, -0.455933]], "atomic_forces_ev_per_a": [[1.30, -0.46, -0.37], [-0.33, -0.48, -0.28], [-0.60, -0.77, -0.46], [0.38, -0.05, 0.23], [0.28, 1.30, 0.37], [0.22, -0.08, 0.02], [-0.19, 0.19, -0.03], [0.27, 0.52, 0.26], [0.17, 0.06, 0.06], [-0.01, -0.08, -0.07], [0.08, 0.13, 0.19], [-0.43, -0.41, -0.10], [-0.08, 0.20, -0.07], [1.58, -0.93, -0.34], [-0.18, 0.28, 0.59], [-0.02, -0.01, -0.18], [0.08, -0.02, 0.21], [-2.52, 0.61, -0.04]], "mulliken_charge": [0.40, -0.44, -0.47, -0.58, -0.31, 0.22, 0.21, 0.25, 0.22, 0.21, 0.20, 0.41, -0.35, -0.11, -0.61, 0.21, 0.24, 0.32]}



(2)
{"formula": "C3H10N5", "method": "ωB97M-V with the def2-TZVPD basis set", "homo_lumo_gap_ev": 10.22, "e_above_lowest_kcal_mol": 147.7, "charge": 1, "energy_ev": -10711.0183, "largest_force_ev_per_a": 4.4, "smiles": "CN(N)N(C)[NH+]=C=N", "species": ["C", "C", "C", "N", "N", "N", "N", "N", "H", "H", "H", "H", "H", "H", "H", "H", "H", "H"], "positions_angstrom": [[0.082182, 1.790932, -0.275711], [-1.457991, -1.365048, -0.180525], [1.032810, -0.894263, -0.799271], [0.728034, 2.774614, -0.210882], [-1.087596, 1.196662, -0.316295], [-1.044533, -0.047326, 0.337713], [0.521171, -0.068930, 0.328931], [1.023935, -0.189819, 1.583112], [-0.509090, -2.092370, -0.013503], [-1.783182, -1.560261, -1.197299], [-2.207207, -1.696682, 0.469161], [0.509407, -0.411001, -1.559388], [2.138545, -0.702438, -0.900467], [1.121778, -1.974607, -0.567759], [1.253967, 3.450077, -0.763912], [0.317256, -0.591989, 2.216585], [-1.919823, 1.704792, -0.175658], [1.280331, 0.677665, 2.025164]], "atomic_forces_ev_per_a": [[-0.33, -0.52, 0.51], [2.01, -1.55, -0.11], [3.37, 0.17, 2.81], [0.56, 0.50, -0.64], [-0.18, -0.82, -0.95], [3.62, -1.17, 0.56], [-1.83, 1.45, -0.93], [0.20, -1.42, 1.80], [-2.87, 1.64, -0.20], [0.12, 0.77, -0.37], [-1.25, -0.50, 0.87], [-0.75, -0.66, -2.17], [-1.07, 0.60, 0.10], [-0.94, 0.48, -0.70], [-0.19, -0.45, 0.43], [0.52, -0.19, -0.51], [-1.14, 0.99, -0.08], [0.13, 0.67, -0.43]], "mulliken_charge": [0.34, -0.63, -1.00, -0.25, -0.16, -0.15, 0.50, -0.87, 0.19, 0.34, 0.33, 0.37, 0.32, 0.49, 0.34, 0.29, 0.30, 0.25]}



(3)
{"formula": "C3H10N5", "method": "ωB97M-V with the def2-TZVPD basis set", "homo_lumo_gap_ev": [8.78, 8.79], "e_above_lowest_kcal_mol": 136.6, "charge": 1, "energy_ev": -10711.4997, "largest_force_ev_per_a": 5.3, "species": ["C", "C", "C", "N", "N", "N", "N", "N", "H", "H", "H", "H", "H", "H", "H", "H", "H", "H"], "positions_angstrom": [[0.860195, 0.025166, -1.056356], [-2.428182, -0.061260, -0.235388], [1.122593, -1.159728, -0.159548], [1.116579, 1.258101, -0.612326], [0.554684, 1.661768, 0.579658], [-0.636531, 1.128564, 0.692126], [-1.032677, 0.160803, -0.084581], [1.277616, -0.830298, 1.248712], [0.863563, -0.299568, -2.023705], [-2.607960, 0.299484, -1.262698], [-2.449039, -1.102954, -0.256889], [-2.890472, 0.173392, 0.662664], [2.078382, -1.767631, -0.406664], [0.362278, -1.808849, -0.405974], [-1.035208, 1.588707, 1.442706], [1.314697, 2.019739, -1.315846], [1.626034, 0.107420, 1.389047], [1.903451, -1.392857, 1.805068]], "atomic_forces_ev_per_a": [[0.81, -0.41, 4.30], [1.56, -0.36, -1.71], [3.65, 0.59, 0.98], [0.01, 0.28, -2.11], [-0.21, 0.48, -0.33], [2.61, -2.19, -4.00], [1.96, 2.33, 1.84], [-0.65, 0.46, 0.41], [-0.04, 0.26, -2.97], [-1.24, 0.31, 0.86], [-0.67, -1.97, -0.44], [-1.85, 1.37, 1.06], [-1.20, 1.35, -0.79], [-2.03, -1.74, 0.05], [-2.31, 0.71, 2.05], [-0.36, -0.83, 1.33], [0.04, 0.00, -0.07], [-0.10, -0.65, -0.47]], "mulliken_charge": [-0.07, -0.88, -0.45, 0.16, -1.04, 0.55, -0.12, -0.49, 0.52, 0.34, 0.33, 0.36, 0.36, 0.29, 0.28, 0.34, 0.22, 0.29]}



(4)
{"formula": "C3H10N5", "method": "ωB97M-V with the def2-TZVPD basis set", "homo_lumo_gap_ev": [6.71, 6.35], "e_above_lowest_kcal_mol": 110.8, "s2": 2.01, "charge": 1, "energy_ev": -10707.1630, "largest_force_ev_per_a": 8.5, "spin_multiplicity": 3, "species": ["C", "C", "C", "N", "N", "N", "N", "N", "H", "H", "H", "H", "H", "H", "H", "H", "H", "H"], "positions_angstrom": [[0.381373, 0.250560, 0.037072], [1.790443, 0.782959, 0.194248], [0.626200, -2.130620, 0.190157], [-0.482616, 2.299296, 0.161505], [-1.423237, -1.015673, 0.269193], [-1.719394, 0.291744, 0.528655], [-0.061525, -1.064517, 0.206701], [-0.581908, 1.090681, 0.279869], [-0.410664, -0.010440, -1.951508], [2.208523, 0.744655, 1.191557], [1.570934, 1.843134, -0.035742], [2.495233, 0.482924, -0.499286], [-0.419726, -0.345210, -2.647308], [1.709731, -2.028901, 0.048720], [0.096815, -3.195458, 0.126005], [-1.154185, 2.935583, 0.558340], [-1.982907, -1.643084, 0.889353], [-2.643092, 0.712366, 0.452469]], "atomic_forces_ev_per_a": [[3.83, -3.83, 1.80], [-2.27, 1.53, -0.34], [2.87, -7.98, -0.43], [0.94, 4.71, -0.57], [-3.03, -2.23, -1.11], [-0.49, 2.62, 1.63], [-1.71, 7.82, 0.23], [-3.41, -2.85, 0.26], [-0.08, -0.42, -1.30], [-0.35, -0.39, 0.41], [0.67, -0.30, 0.26], [1.25, -1.12, -1.46], [-0.01, 0.44, 0.84], [-0.71, -0.20, 0.18], [1.27, 2.78, 0.07], [-0.73, -0.45, 0.23], [1.59, 0.31, -0.05], [0.34, -0.45, -0.66]], "mulliken_charge": [0.34, -1.45, -0.21, -1.23, -0.41, -0.25, 0.42, 1.13, -0.20, 0.32, 0.45, 0.44, 0.32, 0.28, 0.24, 0.25, 0.29, 0.26]}



(5)
{"formula": "C3H10N7S", "method": "ωB97M-V with the def2-TZVPD basis set", "homo_lumo_gap_ev": 8.84, "e_above_lowest_kcal_mol": 32.0, "charge": 1, "energy_ev": -24532.8144, "largest_force_ev_per_a": 4.3, "smiles": "NS[C@@]1(N)N=C(N)NC(=[NH2+])N1", "species": ["C", "C", "C", "N", "N", "N", "N", "N", "N", "N", "S", "H", "H", "H", "H", "H", "H", "H", "H", "H", "H"], "positions_angstrom": [[0.672006, -1.385980, -0.091380], [0.986355, 0.957110, 0.184771], [-1.201560, -0.152835, 0.505741], [-0.509932, -1.303020, 0.331825], [1.500652, -0.240590, -0.250963], [-0.299544, 1.069790, 0.376713], [1.473018, -2.480871, -0.023986], [1.899150, 1.943660, 0.326254], [-2.001949, 0.104972, 1.662334], [-1.603986, 0.452670, -2.187461], [-2.571273, 0.010495, -0.831829], [2.552757, -0.305102, -0.287178], [-0.651257, 1.903326, 0.759346], [0.932626, -3.196141, 0.252846], [2.144976, -2.635850, -0.702776], [2.732631, 1.536676, 0.182061], [1.828205, 2.756752, 0.841479], [-2.867933, -0.441994, 1.686590], [-1.536707, -0.153626, 2.483910], [-1.874032, 0.084435, -3.073611], [-1.604200, 1.476118, -2.144690]], "atomic_forces_ev_per_a": [[1.86, 1.34, 1.18], [0.66, -0.11, -0.57], [-2.09, 2.54, -1.69], [0.60, -2.19, 0.09], [0.35, 1.70, -0.10], [0.38, -1.65, 0.02], [-0.52, 2.54, 0.25], [-3.37, -1.66, -0.98], [-0.55, -0.46, -0.56], [0.18, 1.05, 1.94], [0.88, 0.05, -0.27], [-1.94, -0.35, 0.10], [-0.68, 1.16, 0.52], [-1.76, -3.79, 0.96], [1.35, -0.42, -1.48], [4.06, -0.45, -0.36], [-0.46, 1.74, 1.11], [0.24, 0.29, -0.42], [1.06, -0.39, 1.55], [-0.34, -0.33, -0.40], [0.09, -0.60, -0.89]], "mulliken_charge": [0.40, 0.48, 0.58, -0.49, -0.20, -0.19, -0.44, -0.31, -0.68, -0.53, -0.03, 0.34, 0.24, 0.23, 0.23, 0.13, 0.22, 0.26, 0.24, 0.27, 0.25]}



(6)
{"formula": "C3H10NO", "method": "ωB97M-V with the def2-TZVPD basis set", "homo_lumo_gap_ev": 6.51, "e_above_lowest_kcal_mol": 23.1, "charge": -1, "energy_ev": -6809.7723, "largest_force_ev_per_a": 0.9, "species": ["C", "O", "H", "H", "H", "C", "C", "N", "H", "H", "H", "H", "H", "H", "H"], "positions_angstrom": [[-1.063375, -2.723907, 0.030560], [-0.415317, -1.564136, 0.295480], [-1.442685, -2.803944, -1.024284], [-0.428364, -3.637839, 0.171814], [-1.960195, -2.913144, 0.677025], [0.417218, 0.937567, -1.053196], [0.518047, 0.994129, 0.456642], [0.953805, 2.345744, 0.875701], [1.392273, 1.121743, -1.520692], [0.060477, -0.060898, -1.304244], [-0.289407, 1.678190, -1.453395], [-0.435416, 0.736250, 0.911539], [1.239507, 0.249573, 0.788984], [0.650680, 3.111645, 0.292464], [0.802751, 2.529029, 1.855600]], "atomic_forces_ev_per_a": [[0.35, 0.34, 0.11], [-0.24, -0.36, -0.03], [-0.08, -0.10, 0.01], [-0.06, -0.12, -0.05], [-0.08, -0.04, -0.04], [-0.03, -0.09, -0.10], [-0.14, 0.86, -0.08], [0.89, -0.15, 0.10], [-0.04, -0.01, 0.05], [0.03, -0.05, 0.01], [0.02, 0.01, 0.13], [-0.04, -0.25, -0.17], [-0.06, 0.03, 0.05], [-0.33, -0.19, 0.11], [-0.19, 0.13, -0.09]], "mulliken_charge": [-0.76, -0.70, 0.19, 0.17, 0.16, -1.02, -0.09, -0.60, 0.27, 0.28, 0.29, 0.27, 0.21, 0.17, 0.18]}



(7)
{"formula": "C3H10NO", "method": "ωB97M-V with the def2-TZVPD basis set", "homo_lumo_gap_ev": 6.81, "e_above_lowest_kcal_mol": 24.5, "charge": -1, "energy_ev": -6809.7131, "largest_force_ev_per_a": 0.9, "species": ["C", "O", "H", "H", "H", "C", "N", "C", "H", "H", "H", "H", "H", "H", "H"], "positions_angstrom": [[0.578277, 1.321482, -2.378154], [0.041286, 0.310786, -1.674232], [-0.183260, 2.017106, -2.794915], [1.344419, 1.916213, -1.822711], [1.127823, 1.012789, -3.323113], [0.295168, 0.363581, 1.526167], [-0.841099, -0.288306, 0.885224], [-0.858726, -1.734511, 1.121840], [0.468966, -0.050874, 2.526474], [1.227674, 0.186875, 0.967824], [0.140916, 1.436181, 1.547844], [-0.701586, -0.156625, -0.134557], [-0.376444, -2.267841, 0.293850], [-1.891715, -2.086558, 1.190805], [-0.371701, -1.980300, 2.067655]], "atomic_forces_ev_per_a": [[0.11, -0.39, -0.53], [-0.02, -0.43, 0.14], [-0.01, 0.47, 0.15], [-0.10, 0.28, 0.01], [0.00, -0.09, 0.25], [0.30, -0.65, -0.57], [-0.04, -0.40, 0.34], [-0.16, 0.50, -0.29], [-0.27, 0.31, 0.11], [0.03, 0.07, -0.06], [-0.03, 0.22, 0.22], [0.00, 0.53, 0.08], [0.14, -0.20, 0.17], [-0.04, -0.11, -0.04], [0.09, -0.11, 0.01]], "mulliken_charge": [-0.68, -0.84, 0.18, 0.18, 0.15, -0.81, -0.53, -0.81, 0.35, 0.24, 0.25, 0.52, 0.24, 0.23, 0.32]}



(8)
{"formula": "C3H10NO", "method": "ωB97M-V with the def2-TZVPD basis set", "homo_lumo_gap_ev": [4.09, 11.31], "e_above_lowest_kcal_mol": 49.9, "s2": 0.75, "energy_ev": -6806.5842, "largest_force_ev_per_a": 1.9, "spin_multiplicity": 2, "species": ["O", "C", "C", "N", "C", "H", "H", "H", "H", "H", "H", "H", "H", "H", "H"], "positions_angstrom": [[-1.803956, -0.450503, 0.257207], [-0.739822, -1.231733, 0.777661], [0.610622, -0.583145, 0.382671], [0.337700, 0.604983, -0.525590], [1.484833, 1.540006, -0.814628], [-2.698152, -0.800119, 0.316760], [-0.730392, -1.477144, 1.837430], [-0.912825, -2.246827, 0.357784], [1.293261, -1.247418, -0.167879], [1.203650, -0.216306, 1.216220], [-0.370992, 1.210690, -0.085912], [-0.120841, 0.295171, -1.444169], [2.455305, 1.078141, -0.981879], [1.605925, 2.174149, 0.061363], [1.245346, 2.216137, -1.639910]], "atomic_forces_ev_per_a": [[0.35, 1.24, 0.36], [-0.24, -1.69, -0.75], [-0.08, 0.04, -0.49], [0.41, 0.28, -0.58], [0.31, 0.42, 0.44], [0.21, -0.54, 0.28], [-0.34, 0.87, 0.47], [0.90, 0.41, -0.28], [-0.47, 0.04, -0.12], [-0.36, 0.12, 0.24], [-0.39, -0.06, 0.22], [0.37, -0.08, 0.23], [-0.35, -0.54, -0.21], [-0.09, -0.04, 0.20], [-0.24, -0.47, -0.02]], "mulliken_charge": [0.03, -0.50, -0.76, -1.38, -1.74, 0.15, 0.23, 0.24, 0.44, 0.30, 0.52, 0.96, 0.33, 0.44, 0.72]}